A structure of composition C11H26F6N3O4P2SbScTe at a distorted geometry, computed with wB97M-V/def2-TZVPD.

Properties
- Spin multiplicity: 2
- HOMO energy (spin up / spin down): -14.67 / -14.35 eV
- Total charge: +2
- ΔE to the lowest compared entry with this formula, charge and spin: 0.0 kcal/mol
- E_tot: -3450.64166 Ha
- HOMO-LUMO gap (spin up / spin down): 7.76 / 6.39 eV

Each line ends with the Löwdin spin population.
Geometry (Å):
Sc 0.114 -2.000 -0.537  0.004
C -1.188 -3.578 1.820  0.016
O -0.842 -2.755 0.761  0.033
H -2.090 -4.110 1.601  0.015
H -1.390 -3.018 2.734  0.000
H -0.365 -4.280 2.042  0.000
F 1.907 -1.886 -1.998  0.000
Sb 2.616 -3.763 -1.431  0.000
F 0.576 -3.895 -1.533  0.000
F 2.806 -4.240 -3.209  0.000
F 2.060 -2.799 0.343  0.000
F 4.278 -2.984 -1.304  0.000
F 3.018 -5.384 -0.648  0.000
C -3.380 -0.599 3.320  0.000
C -3.678 -0.054 1.937  0.000
O -2.497 -0.213 1.093  0.005
P -2.681 -0.581 -0.430  0.039
O -1.276 -0.613 -1.026  0.001
Te -3.963 -2.680 -0.652  0.809
O -3.581 0.534 -1.096  0.012
C -4.433 0.260 -2.289  0.031
C -4.231 1.307 -3.348  0.003
H -4.244 -0.478 3.980  0.000
H -2.544 -0.069 3.757  0.000
H -3.142 -1.673 3.249  0.000
H -3.856 1.003 1.945  0.000
H -4.494 -0.593 1.481  0.000
H -5.454 0.210 -1.904  0.004
H -4.187 -0.720 -2.666  0.025
H -3.171 1.502 -3.597  0.000
H -4.715 2.240 -3.100  0.001
H -4.744 0.925 -4.258  0.000
C 2.607 2.940 -1.074  0.000
N 3.609 1.840 -0.695  0.000
C 4.088 2.152 0.730  0.000
N 2.986 2.249 1.603  0.000
C 2.072 3.341 1.241  0.000
N 1.548 3.075 -0.109  0.000
C 0.689 1.879 -0.164  0.000
P 1.510 0.336 0.309  0.000
C 2.981 0.463 -0.796  0.000
C 2.326 0.972 1.840  0.000
H 2.173 2.699 -2.040  0.000
H 3.180 3.881 -1.160  0.000
H 4.411 1.958 -1.343  0.000
H 4.595 3.094 0.625  0.000
H 4.780 1.346 1.020  0.000
H 2.644 4.245 1.266  0.000
H 1.244 3.457 1.917  0.000
H 0.345 1.777 -1.181  0.000
H -0.162 2.021 0.501  0.000
H 2.690 0.259 -1.816  0.000
H 3.716 -0.312 -0.555  0.000
H 3.106 0.273 2.163  0.000
H 1.629 1.038 2.680  0.000

Forces on atoms 1 to 6 (eV/Å):
Sc 1.2103 -0.1090 -0.5648
C 0.6564 -0.5391 1.0932
O -0.3038 0.2069 0.2255
H -0.5455 -0.6220 -0.2755
H 0.1549 0.2870 -0.0474
H -0.4358 0.1396 -0.1344